[1]
Here is a molecular structure, C6H8N2 in a non-equilibrium geometry from the OMol25 dataset. Energies are from the ωB97M-V functional and the def2-TZVPD basis.

Summary:
- Molar mass: 108.144 g/mol
- Energy: -9327.02860 eV

```
! RIJCOSX wB97M-V def2-TZVPD def2/J DEFGRID3
* xyz 0 1
C -1.21 -0.68 -1.68
N -0.53 -0.63 -0.49
C 1.10 1.09 0.44
H -2.03 -1.51 -1.96
N -1.09 0.46 -2.35
H -1.09 -0.93 1.62
H -0.21 -2.53 1.18
H 0.19 2.31 -1.45
H 1.55 -0.01 2.41
H -1.83 -2.06 0.24
C -0.19 1.18 -1.48
C -0.93 -1.61 0.82
C 0.03 0.54 -0.39
H 2.73 1.44 1.74
H 1.55 2.09 -0.07
C 1.95 0.84 1.43
*
```

Atom charges from the Mulliken analysis, given in e for atoms 1 to 2: C -0.009; N -0.028

[2]
Here is a molecular structure, C13H19BF2MnN5O2S in a non-equilibrium geometry from the OMol25 dataset. Energies are from the ωB97M-V functional and the def2-TZVPD basis.

Summary:
- Molar mass: 413.141 g/mol
- Energy: -73601.50521 eV

```
! RIJCOSX wB97M-V def2-TZVPD def2/J DEFGRID3
* xyz 1 4
H 1.49 1.55 2.48
H -3.08 3.22 2.15
C 0.07 2.90 3.31
N -2.39 -2.49 -2.33
C 2.67 0.74 -2.29
H -4.16 2.27 0.06
H 1.91 0.61 -4.23
H -1.37 -5.64 -3.07
O 3.82 0.67 -2.57
C -3.91 1.29 0.45
B 3.24 1.32 -0.04
H -3.40 -2.46 -2.34
F 3.14 0.97 1.21
H -1.56 4.19 3.86
H -2.15 -3.51 -4.11
C -1.78 -1.61 -1.53
H -1.55 -4.94 -1.46
N -1.79 0.18 -0.19
C 0.66 2.01 -3.13
H -1.21 1.54 -2.45
N -0.35 1.92 -2.06
H -0.67 -3.29 -3.14
H 1.31 2.87 -2.93
H 0.87 -0.13 -2.98
F 4.15 2.19 -0.36
S -0.05 -1.70 -1.27
C 1.50 0.73 -3.22
C -1.59 1.85 1.41
Mn 0.13 0.38 -0.28
H -4.33 0.53 -0.20
C 0.49 1.94 2.41
C -1.92 -4.91 -2.48
H 0.18 2.17 -4.10
N -2.48 -0.66 -0.95
N -0.29 1.45 1.44
C -2.43 1.11 0.51
C -1.73 -3.53 -3.09
O 2.30 0.85 -0.92
H -2.97 -5.19 -2.48
C -2.07 2.87 2.25
H -0.58 2.85 -1.72
H -4.34 1.20 1.44
C -1.23 3.41 3.20
H 0.74 3.23 4.09
*
```

Atom charges from the Mulliken analysis, given in e for atoms 1 to 2: H 0.660; H 0.431

[3]
Here is a molecular structure, C38H42FIrN2O5P2S from the OMol25 dataset. Energies are from the ωB97M-V functional and the def2-TZVPD basis.

Summary:
- Molar mass: 911.993 g/mol
- Energy: -88259.99168 eV

```
! RIJCOSX wB97M-V def2-TZVPD def2/J DEFGRID3
* xyz 2 5
C -2.25 1.83 -4.73
C 4.16 -0.94 -3.92
H -2.72 3.16 -2.61
C 5.12 1.82 -0.26
C 0.98 1.06 3.26
C -4.23 0.56 4.78
N -3.00 1.42 -3.73
C -4.33 0.39 3.40
H -1.39 3.05 2.70
O -2.11 1.76 -0.29
O -1.20 0.63 -1.96
H 6.11 1.88 -0.70
N -3.62 -0.54 -4.92
H 0.11 1.48 3.78
H 1.70 -0.92 2.67
P 0.91 1.76 1.57
H -1.00 -0.32 5.23
H -4.01 2.09 -2.03
C -2.02 -0.29 3.33
H 0.42 -3.61 -3.80
C -0.77 -2.71 2.34
C 4.02 -2.14 -2.98
H -2.96 0.44 6.50
O -2.80 -0.90 -7.03
H 5.86 1.33 1.69
H 3.64 1.26 2.72
C 0.89 -0.46 3.24
O 1.27 -0.96 -0.37
H -0.17 -2.95 4.41
C 2.59 1.71 0.89
H -1.99 -2.86 -3.41
H 0.74 -3.36 -0.76
H -0.83 -1.54 -3.28
C -1.36 -4.75 1.20
C -3.01 2.13 -2.45
H -1.71 2.76 -4.64
H 4.10 2.32 -2.08
H -1.45 -2.79 0.31
H -3.30 -0.15 1.60
C 1.08 -3.21 -1.79
H 0.91 -0.88 4.24
H 1.86 1.42 3.80
C -0.68 3.83 2.44
H 3.22 -0.40 -4.02
C -0.11 6.16 2.33
H 1.96 -3.84 -1.96
H 4.91 -0.25 -3.53
H 3.42 -2.93 -3.46
C 4.99 1.51 1.08
H -1.95 5.40 3.15
H -0.43 -4.48 -2.54
H 1.86 2.18 -1.08
C -1.07 -5.47 2.34
C -3.70 0.14 -3.74
Ir -0.44 0.24 0.27
O -4.28 -0.21 -2.76
H -0.36 7.20 2.53
H 4.99 -2.59 -2.80
C -0.49 -3.45 3.50
H 1.78 6.63 1.45
C 3.42 -1.78 -1.63
H 3.82 -0.84 -1.25
F -1.42 1.47 -6.87
C -1.00 5.15 2.69
H 2.37 4.28 1.02
C 0.54 3.51 1.85
C -1.21 -3.37 1.20
C -2.03 1.45 -1.49
H -5.09 0.88 5.34
C -2.87 -0.22 -6.05
H -4.13 -1.42 -4.95
C -2.16 1.07 -5.89
H -5.27 0.58 2.90
C 1.09 5.84 1.73
H -0.42 -5.39 4.39
C -1.93 -0.12 4.71
H 3.55 -2.55 -0.87
C -3.23 -0.03 2.68
C -0.64 -4.82 3.49
C 3.72 1.47 1.66
C -1.15 -2.48 -2.83
H -1.51 -2.24 -1.83
H -1.72 -5.25 0.31
C 2.74 1.99 -0.47
H 4.48 -1.26 -4.91
C -3.03 0.31 5.43
S 1.65 -1.49 -1.78
C 4.00 2.07 -1.04
C -0.02 -3.50 -2.80
P -0.64 -0.91 2.34
H -1.19 -6.55 2.34
C 1.42 4.52 1.48
*
```

Atom charges from the Mulliken analysis, given in e for atoms 1 to 2: C 0.403; C -1.117